[1]
Below is one molecule with the formula C3H5FN2OS in a non-equilibrium geometry, with properties calculated with ωB97M-V/def2-TZVPD.

SMILES: [H]/N=C/N(O)C(=S)CF
Electronic energy in eV: -21770.0543
HOMO-LUMO gap in eV: 8.7
Relative energy (zero: lowest compared OMol25 entry of this formula, charge and spin) in eV: 1.529

Last column: Löwdin charge in e.
Geometry (Å):
C1 -1.71 0.31 0.20  -0.161
C2 0.75 0.00 0.14  -0.808
C3 0.99 1.48 0.34  -0.198
H1 -1.62 -1.80 -0.37  0.079
H2 -1.57 1.36 0.36  0.122
H3 -3.57 0.29 -0.29  0.051
H4 0.82 1.73 1.37  0.124
H5 1.96 1.72 -0.04  0.096
N1 -0.52 -0.43 0.24  -0.156
N2 -2.78 -0.30 -0.15  0.116
O1 -0.72 -1.78 0.01  -0.008
F1 0.10 2.25 -0.41  -0.066
S1 1.99 -0.94 -0.13  0.809


[2]
Below is C5H8I2O2 as an isolated structure in a non-equilibrium geometry, with properties calculated with ωB97M-V/def2-TZVPD.

Electronic energy in eV: -25607.8701
HOMO-LUMO gap in eV: 8.2
Relative energy (zero: lowest compared OMol25 entry of this formula, charge and spin) in eV: 0.000

Last column: Löwdin charge in e.
Geometry (Å):
C1 -0.51 -0.30 0.04  -0.420
C2 0.50 2.40 -1.33  -0.050
C3 -0.73 -2.94 1.30  -0.346
C4 -0.55 2.03 -0.37  -0.137
C5 0.32 -1.88 1.47  -1.361
O1 -1.38 -0.71 -0.62  0.136
O2 -0.07 0.84 0.39  -0.006
I1 0.12 -1.14 3.42  0.799
I2 2.29 -2.40 0.89  0.730
H1 -0.07 3.03 -1.96  0.072
H2 1.45 2.84 -1.04  0.093
H3 0.68 1.55 -2.01  0.102
H4 -0.51 -3.96 1.65  0.070
H5 -0.86 -2.95 0.18  0.077
H6 -1.55 -2.61 1.95  0.026
H7 -1.40 1.66 -0.85  0.103
H8 -0.65 2.69 0.41  0.111


[3]
Below is a 3-piece molecular cluster, C6H12Cl6 overall in a non-equilibrium geometry, with properties calculated with ωB97M-V/def2-TZVPD.

SMILES: ClCCCl.ClCCCl.ClCCCl
Electronic energy in eV: -81551.3980
HOMO-LUMO gap in eV: 11.0
Relative energy (zero: lowest compared OMol25 entry of this formula, charge and spin) in eV: 0.612

Last column: Löwdin charge in e.
Geometry (Å):
Cl1 0.68 -3.87 -1.57  0.504
C1 -0.06 -2.72 -0.35  -0.653
C2 -0.40 -1.43 -1.05  -0.728
Cl2 -1.92 -1.68 -1.90  0.579
H1 0.61 -2.68 0.51  -0.021
H2 -0.99 -3.18 -0.01  0.059
H3 0.32 -0.97 -1.71  0.065
H4 -0.53 -0.68 -0.27  0.003
Cl3 2.74 -2.22 1.64  0.556
C3 2.47 -0.44 1.31  -0.608
C4 1.82 0.17 2.50  -0.625
Cl4 0.08 -0.27 2.44  0.558
H5 1.90 -0.41 0.38  0.040
H6 3.39 0.11 1.14  0.083
H7 1.73 1.24 2.34  0.068
H8 2.18 -0.18 3.47  0.074
Cl5 -2.30 3.24 0.74  0.535
C5 -2.44 2.23 -0.71  -0.641
C6 -1.24 2.52 -1.69  -0.573
Cl6 0.39 2.18 -0.91  0.490
H9 -3.44 2.45 -1.10  0.066
H10 -2.47 1.17 -0.50  0.046
H11 -1.27 3.53 -2.09  0.064
H12 -1.24 1.90 -2.59  0.060


[4]
Below is an isolated ion of composition C4H9N2 and charge +1 in a non-equilibrium geometry, with properties calculated with ωB97M-V/def2-TZVPD.

SMILES: C=NCC(C)=[NH2+]
Net charge: +1
Electronic energy in eV: -7265.6416
HOMO-LUMO gap in eV: 9.0
Relative energy (zero: lowest compared OMol25 entry of this formula, charge and spin) in eV: 2.500

Last column: Löwdin charge in e.
Geometry (Å):
C1 -2.55 -0.51 -0.03  -0.027
C2 -0.55 0.76 0.12  -0.170
C3 0.85 0.29 0.01  -0.218
C4 1.31 -0.97 -0.60  0.008
N1 -1.44 -0.34 0.52  -0.032
N2 1.68 1.04 0.78  0.237
H1 -3.08 -1.49 0.14  0.101
H2 -2.82 0.00 -1.05  0.119
H3 -0.60 1.60 0.80  0.120
H4 -0.97 1.25 -0.77  0.138
H5 2.41 -1.06 -0.68  0.111
H6 0.58 -1.30 -1.40  0.135
H7 0.96 -1.78 0.16  0.160
H8 2.68 0.66 0.68  0.175
H9 1.55 1.86 1.33  0.142